Density functional theory data (ωB97M-V with the def2-TZVPD basis set) for a molecular structure, C44H42GeIrNO3S5.

## Properties
HOMO-LUMO gap (spin up / spin down)	7.41 / 5.36	eV
LUMO level (spin up / spin down)	-2.5086 / -5.3238	eV
electronic energy	-167466.4233	eV
energy above the lowest of the compared OMol25 structures with the same formula, charge and spin	0.00	kcal/mol

Geometry as ORCA input:
```
! wB97M-V def2-TZVPD RIJCOSX def2/J DEFGRID3
* xyz 1 6
Ir -0.7526 -2.4597 -0.4936
S -1.6400 -2.0709 1.9728
C -0.2901 -2.2285 3.0074
C -0.2327 -1.3875 4.1380
C 0.9281 -1.2984 4.8737
C 2.0360 -2.0726 4.5319
C 1.9758 -2.9668 3.4711
C 0.8235 -3.0603 2.7133
S 0.5828 -4.2844 1.4822
C 1.9877 -4.1365 0.3231
C 1.4675 -4.7203 -0.9730
C 2.1797 -5.6022 -1.7617
C 1.5374 -6.1847 -2.8486
C 0.1993 -5.9243 -3.0845
C -0.4486 -5.0110 -2.2686
C -1.9081 -4.6725 -2.3965
S -2.5470 -4.3752 -0.6997
C -4.0016 -3.4095 -0.9581
C -5.2421 -4.0184 -0.7999
C -6.4020 -3.2740 -0.9317
C -6.3205 -1.9176 -1.2221
C -5.0890 -1.3065 -1.3773
C -3.9103 -2.0407 -1.2364
S -2.3839 -1.1995 -1.4691
N 0.2028 -4.4053 -1.2770
H -1.0906 -0.7740 4.3808
H 0.9796 -0.6271 5.7197
H 2.9409 -2.0064 5.1215
H 2.8172 -3.6130 3.2566
H 2.8501 -4.7011 0.6703
H 2.2409 -3.0787 0.2286
H 3.2020 -5.8532 -1.5145
H 2.0735 -6.8786 -3.4825
H -0.3360 -6.4162 -3.8843
H -2.4624 -5.4935 -2.8463
H -2.0248 -3.7644 -2.9898
H -5.2893 -5.0760 -0.5744
H -7.3655 -3.7498 -0.8112
H -7.2234 -1.3309 -1.3269
H -5.0290 -0.2493 -1.6024
O 0.0228 -2.5381 -3.5602
S 0.6123 -1.5089 -2.6359
C 2.3809 -1.4257 -3.0872
C 2.5870 -0.0814 -3.7712
C 1.2622 0.2824 -4.4484
C 0.2095 0.0984 -3.3701
H 2.4720 -2.2711 -3.7690
H 2.9988 -1.5658 -2.2043
H 3.4205 -0.1282 -4.4718
H 2.8175 0.6668 -3.0120
H 1.0585 -0.3789 -5.2928
H 1.2601 1.3095 -4.8139
H -0.8177 0.0052 -3.7138
H 0.2919 0.8601 -2.5960
O 1.5845 0.2371 -0.8614
C 1.4287 -0.2157 0.2674
O 0.7537 -1.2806 0.5734
C 2.0683 0.4465 1.4778
C 2.4821 1.8959 1.2491
Ge 0.9907 3.1685 1.1481
C 1.7014 4.9830 1.1138
C 0.8674 6.0468 0.7654
C 1.3347 7.3525 0.7690
C 2.6524 7.6165 1.1188
C 3.4957 6.5715 1.4642
C 3.0203 5.2662 1.4625
C -0.1555 2.9409 2.7197
C 0.3170 2.3663 3.8995
C -0.4872 2.2802 5.0294
C -1.7858 2.7668 4.9974
C -2.2709 3.3511 3.8355
C -1.4602 3.4388 2.7127
C -0.1328 2.9899 -0.4471
C -1.3521 2.3135 -0.4296
C -2.1805 2.3033 -1.5461
C -1.7910 2.9516 -2.7090
C -0.5642 3.6008 -2.7546
C 0.2514 3.6229 -1.6310
H 2.9324 -0.1746 1.7409
H 1.3676 0.3406 2.3082
H 3.0500 1.9778 0.3213
H 3.1396 2.2295 2.0557
H -0.1628 5.8592 0.4802
H 0.6721 8.1647 0.4985
H 3.0200 8.6345 1.1209
H 4.5243 6.7713 1.7360
H 3.6977 4.4651 1.7366
H 1.3365 1.9984 3.9537
H -0.0963 1.8510 5.9444
H -2.4115 2.7054 5.8786
H -3.2781 3.7471 3.8078
H -1.8568 3.9058 1.8179
H -1.6787 1.8066 0.4726
H -3.1321 1.7894 -1.5042
H -2.4412 2.9553 -3.5751
H -0.2534 4.1109 -3.6581
H 1.1912 4.1631 -1.6751
*
```

***

Density functional theory data (ωB97M-V with the def2-TZVPD basis set) for a molecular structure, C44H42N9O2PPr.

## Properties
HOMO-LUMO gap (spin up / spin down)	6.80 / 6.81	eV
LUMO level (spin up / spin down)	-2.5315 / -2.5277	eV
electronic energy	-87173.6420	eV

Geometry as ORCA input:
```
! wB97M-V def2-TZVPD RIJCOSX def2/J DEFGRID3
* xyz 1 3
Pr 0.2978 0.4376 -0.2416
C -3.4590 4.5678 -2.6382
N -2.3748 4.0932 -1.7891
C -2.1149 4.9270 -0.6242
C -1.9587 2.7940 -1.7429
N -1.4349 2.2068 -0.7370
N -2.0856 2.0925 -2.9406
C -1.8646 0.7509 -3.1689
N -2.3108 0.3446 -4.3932
N -1.3120 -0.0363 -2.3138
H -3.3669 5.6460 -2.7467
H -4.4385 4.3516 -2.2008
H -3.4284 4.1482 -3.6409
H -2.1153 5.9685 -0.9388
H -1.1311 4.7031 -0.2152
H -2.8710 4.8008 0.1570
H -1.4421 2.7484 0.1206
H -2.4431 2.6085 -3.7216
H -2.6563 0.9984 -5.0724
H -2.0648 -0.5656 -4.7348
H -1.3172 -0.9919 -2.6539
O 3.0836 3.2531 0.7097
C 2.0772 2.8502 0.1607
O 1.0481 2.2942 0.6855
C 2.0031 3.0018 -1.3608
C 2.4628 4.1964 -1.9453
C 2.4433 4.3203 -3.3021
C 1.9973 3.2294 -4.0830
C 1.9729 3.2687 -5.4947
C 1.5481 2.1870 -6.2142
C 1.1551 1.0096 -5.5503
C 1.1914 0.9331 -4.1844
C 1.5815 2.0511 -3.4144
N 1.5593 1.9622 -2.0492
H 2.8229 4.9778 -1.2913
H 2.7909 5.2182 -3.7977
H 2.3001 4.1729 -5.9933
H 1.5317 2.2218 -7.2953
H 0.8264 0.1576 -6.1319
H 0.9341 0.0230 -3.6609
N 1.6486 -3.2103 -0.2641
P -0.0175 -2.7730 -0.2940
C -0.7053 -4.4366 -0.6956
C -0.4565 -5.5226 0.1451
C -0.9944 -6.7655 -0.1398
C -1.7952 -6.9393 -1.2625
C -2.0550 -5.8643 -2.0959
C -1.5123 -4.6183 -1.8129
C -0.4530 -2.9469 1.4753
C 0.4715 -3.2012 2.4771
C 0.0334 -3.4471 3.7726
C -1.3216 -3.4580 4.0560
C -2.2480 -3.1893 3.0570
C -1.8154 -2.9095 1.7747
C 2.7155 -2.3862 -0.5095
C 3.9929 -2.9558 -0.6341
C 5.0754 -2.1398 -0.8477
C 4.8730 -0.7643 -0.9393
C 3.5926 -0.2876 -0.8150
N 2.5077 -1.0626 -0.6093
H 1.8603 -4.1959 -0.2565
H 0.1378 -5.3935 1.0418
H -0.8046 -7.5985 0.5243
H -2.2180 -7.9106 -1.4814
H -2.6870 -5.9944 -2.9648
H -1.7235 -3.7776 -2.4642
H 1.5309 -3.2290 2.2496
H 0.7529 -3.6345 4.5596
H -1.6645 -3.6716 5.0597
H -3.3051 -3.1779 3.2856
H -2.5287 -2.7022 0.9848
H 4.1060 -4.0287 -0.5531
H 6.0679 -2.5596 -0.9408
H 5.6942 -0.0811 -1.0975
H 3.4147 0.7783 -0.8678
N -0.9933 -0.0046 1.5685
C -0.6996 0.3313 2.7524
C -1.7188 0.3046 3.8592
C -3.0660 0.4190 3.5261
C -4.0471 0.3327 4.5003
C -3.6922 0.1382 5.8279
C -2.3522 0.0284 6.1720
C -1.3721 0.1070 5.1945
C 0.6773 0.8100 3.1314
C 1.8259 0.2296 2.5863
C 3.0771 0.7507 2.8768
C 3.1983 1.8532 3.7076
C 2.0639 2.4319 4.2545
C 0.8108 1.9163 3.9652
H -3.3205 0.5705 2.4839
H -5.0927 0.4059 4.2274
H -4.4545 0.0755 6.5940
H -2.0707 -0.1301 7.2056
H -0.3324 -0.0082 5.4720
H 1.7346 -0.6735 1.9812
H 3.9669 0.3029 2.4496
H 4.1739 2.2725 3.9133
H 2.1535 3.2931 4.9043
H -0.0776 2.3759 4.3783
*
```

***

Density functional theory data (ωB97M-V with the def2-TZVPD basis set) for 8 unconnected molecules or ions with the total composition C44H43BF3N7O3.

## Properties
HOMO-LUMO gap	7.62	eV
LUMO level	-1.5627	eV
SMILES	CCB(O)C1=CC(=O)C=C(C(F)(F)F)C1=O.c1ccncc1.c1ccncc1.c1ccncc1.c1ccncc1.c1ccncc1.c1ccncc1.c1ccncc1
electronic energy	-71726.8616	eV
energy above the lowest of the compared OMol25 structures with the same formula, charge and spin	0.00	kcal/mol

Geometry as ORCA input:
```
! wB97M-V def2-TZVPD RIJCOSX def2/J DEFGRID3
* xyz 0 1
C -2.9092 -1.4873 1.6029
C -2.0474 -2.0748 0.4647
B -0.6638 -2.5124 1.0330
O 0.0306 -1.6517 1.8359
C 0.0132 -3.9057 0.6745
C -0.6322 -4.9553 0.1556
C 0.1237 -6.2047 -0.1552
O -0.3312 -7.3093 -0.0062
C 1.5309 -5.9772 -0.6210
C 2.1844 -4.9404 -0.1190
C 3.5730 -4.5628 -0.5549
F 4.3230 -4.1039 0.4539
F 4.2326 -5.5777 -1.1295
F 3.4940 -3.5709 -1.4721
C 1.4740 -4.0984 0.9112
O 2.0383 -3.6682 1.8867
H -3.9354 -1.2924 1.2868
H -2.4654 -0.5491 1.9461
H -2.9375 -2.1458 2.4764
H -2.5667 -2.8780 -0.0639
H -1.8428 -1.2742 -0.2580
H 0.4958 -2.0867 2.5618
H -1.6983 -4.9447 -0.0514
H 1.9666 -6.6507 -1.3520
N 8.3333 0.1348 0.0487
C 8.1057 -0.4725 -1.1136
C 7.0706 -1.3732 -1.3201
C 6.2245 -1.6632 -0.2617
C 6.4516 -1.0392 0.9552
C 7.5137 -0.1527 1.0575
H 8.7877 -0.2239 -1.9196
H 6.9334 -1.8344 -2.2890
H 5.4043 -2.3544 -0.3781
H 5.8183 -1.2361 1.8103
H 7.7197 0.3532 1.9949
N -1.0164 -1.4736 -2.7185
C -1.2751 -0.3244 -3.3386
C -0.7393 0.0197 -4.5708
C 0.1156 -0.8750 -5.1952
C 0.3937 -2.0754 -4.5597
C -0.1960 -2.3251 -3.3299
H -1.9449 0.3541 -2.8206
H -0.9860 0.9681 -5.0281
H 0.5513 -0.6386 -6.1596
H 1.0546 -2.8062 -5.0065
H -0.0004 -3.2557 -2.8050
N 1.8699 0.2686 -8.3535
C 3.0837 0.0669 -7.8449
C 4.2267 0.6976 -8.3124
C 4.1041 1.5868 -9.3678
C 2.8471 1.8066 -9.9076
C 1.7666 1.1265 -9.3661
H 3.1443 -0.6351 -7.0196
H 5.1864 0.4950 -7.8570
H 4.9720 2.0996 -9.7618
H 2.7021 2.4911 -10.7320
H 0.7684 1.2753 -9.7628
N -4.7245 -0.5958 4.4671
C -3.6385 -1.0767 5.0635
C -2.8181 -0.3318 5.8963
C -3.1288 1.0000 6.1059
C -4.2523 1.5223 5.4866
C -5.0239 0.6857 4.6916
H -3.3920 -2.1125 4.8511
H -1.9413 -0.7816 6.3436
H -2.4965 1.6234 6.7226
H -4.5192 2.5629 5.6099
H -5.9134 1.0563 4.1925
N -7.9179 1.3609 2.5373
C -9.1210 0.9065 2.8787
C -10.3074 1.4545 2.4130
C -10.2412 2.5341 1.5472
C -8.9945 3.0176 1.1834
C -7.8683 2.3971 1.7038
H -9.1329 0.0615 3.5585
H -11.2574 1.0416 2.7240
H -11.1443 2.9901 1.1625
H -8.8926 3.8580 0.5104
H -6.8758 2.7463 1.4393
N -1.5516 3.6411 5.0276
C -0.3454 3.3311 5.4952
C 0.8373 3.6970 4.8709
C 0.7611 4.4202 3.6919
C -0.4884 4.7582 3.1969
C -1.6109 4.3487 3.9023
H -0.3229 2.7459 6.4092
H 1.7906 3.4077 5.2918
H 1.6611 4.7090 3.1635
H -0.5929 5.3176 2.2770
H -2.6061 4.5822 3.5391
N 2.6781 4.0951 0.1115
C 3.9400 3.7380 0.3454
C 4.3208 2.4528 0.7037
C 3.3380 1.4838 0.8325
C 2.0201 1.8403 0.5956
C 1.7463 3.1524 0.2353
H 4.6827 4.5211 0.2377
H 5.3634 2.2206 0.8756
H 3.5944 0.4693 1.1109
H 1.2186 1.1192 0.6864
H 0.7263 3.4656 0.0389
*
```

***

Density functional theory data (ωB97M-V with the def2-TZVPD basis set) for a molecular structure, C44H44BrF6N2O6P4Sr.

## Properties
HOMO-LUMO gap	6.33	eV
LUMO level	2.1752	eV
electronic energy	-185954.3258	eV
energy above the lowest of the compared OMol25 structures with the same formula, charge and spin	0.00	kcal/mol

Geometry as ORCA input:
```
! wB97M-V def2-TZVPD RIJCOSX def2/J DEFGRID3
* xyz -1 1
Sr 0.3054 -0.1706 0.1105
C -4.1483 -0.2212 -0.9773
P -2.9126 0.0401 0.3466
C -3.3424 -1.3282 1.4847
C -3.6940 1.4629 1.2355
C -2.8505 1.9649 2.4139
P -1.1274 2.3974 1.8908
C -1.4957 3.8854 0.8805
C -0.5180 3.2350 3.4071
H -5.1636 -0.3061 -0.5817
H -3.8935 -1.1375 -1.5115
H -4.1069 0.6089 -1.6853
H -4.4167 -1.3567 1.6869
H -2.8046 -1.2018 2.4255
H -3.0330 -2.2751 1.0439
H -4.6992 1.1802 1.5667
H -3.8216 2.2656 0.5024
H -2.7670 1.1850 3.1778
H -3.3318 2.8268 2.8887
H -2.1562 4.5769 1.4125
H -1.9654 3.6043 -0.0626
H -0.5625 4.4008 0.6492
H -1.1257 4.1090 3.6561
H 0.5183 3.5454 3.2528
H -0.5442 2.5499 4.2560
N 0.8502 1.8557 -3.2900
P 0.0230 2.7201 -2.0648
C -1.5243 3.1658 -2.9432
C -2.1767 4.3830 -2.7496
C -3.4342 4.6090 -3.2954
C -4.0600 3.6205 -4.0404
C -3.4240 2.4006 -4.2311
C -2.1717 2.1738 -3.6821
C 0.9342 4.3024 -2.0047
C 0.9941 5.1808 -3.0897
C 1.7968 6.3083 -3.0339
C 2.5472 6.5688 -1.8908
C 2.4961 5.7006 -0.8127
C 1.6945 4.5656 -0.8661
P 1.7753 0.5419 -2.7267
C 3.4424 1.2020 -2.3921
C 3.9349 2.3732 -2.9577
C 5.1828 2.8551 -2.5925
C 5.9507 2.1647 -1.6640
C 5.4668 0.9945 -1.0968
C 4.2120 0.5193 -1.4524
C 2.0343 -0.3581 -4.2991
C 1.0377 -0.3794 -5.2739
C 1.1845 -1.1490 -6.4198
C 2.3246 -1.9174 -6.6024
C 3.3186 -1.9083 -5.6336
C 3.1758 -1.1345 -4.4920
H 1.1629 2.3641 -4.1116
H -1.7008 5.1627 -2.1673
H -3.9237 5.5619 -3.1372
H -5.0396 3.7973 -4.4662
H -3.9077 1.6174 -4.8019
H -1.6901 1.2115 -3.8150
H 0.4066 4.9858 -3.9810
H 1.8383 6.9853 -3.8785
H 3.1754 7.4505 -1.8504
H 3.0875 5.8839 0.0753
H 1.6962 3.8595 -0.0420
H 3.3385 2.9408 -3.6640
H 5.5487 3.7801 -3.0208
H 6.9180 2.5500 -1.3669
H 6.0455 0.4658 -0.3502
H 3.8120 -0.3602 -0.9579
H 0.1384 0.2081 -5.1360
H 0.4004 -1.1515 -7.1669
H 2.4372 -2.5220 -7.4933
H 4.2112 -2.5068 -5.7647
H 3.9606 -1.1359 -3.7452
O 4.2454 1.8149 4.4897
C 3.8188 1.4657 3.4071
C 3.8023 0.0501 2.8839
O 4.3192 -0.9118 3.4286
C 2.9490 0.0709 1.6868
C 2.6201 1.4286 1.3703
O 1.8636 1.7426 0.3982
C 3.1402 2.3326 2.3873
O 2.9725 3.5486 2.4434
O 2.4695 -0.9098 1.0415
C -0.8798 -3.0500 -3.1846
C -0.6560 -3.1497 -1.6684
O -0.7117 -1.9606 -1.0430
C -1.7459 -4.0820 -1.0845
F -2.9716 -3.5681 -1.3358
F -1.7440 -5.3283 -1.6010
F -1.6612 -4.2177 0.2516
C 0.7427 -3.7786 -1.4296
F 1.0055 -3.9690 -0.1286
F 0.9182 -4.9700 -2.0476
F 1.6945 -2.9551 -1.9079
H -1.8225 -2.5298 -3.3494
H -0.9052 -4.0197 -3.6827
H -0.0768 -2.4508 -3.6123
Br 0.5661 -4.8372 3.6631
C 0.6437 -2.9514 3.7321
C 1.3659 -2.3062 4.7187
C 1.3725 -0.9229 4.7161
C 0.6725 -0.2557 3.7246
N 0.0033 -0.8808 2.7547
C -0.0100 -2.2151 2.7609
H 1.9252 -2.8700 5.4519
H 1.9520 -0.3611 5.4358
H 0.6873 0.8254 3.6766
H -0.5272 -2.7141 1.9470
*
```

***

Density functional theory data (ωB97M-V with the def2-TZVPD basis set) for 2 unconnected molecules or ions with the total composition C44H44N3OS2.

## Properties
HOMO-LUMO gap	2.31	eV
LUMO level	-5.5003	eV
electronic energy	-74521.4631	eV
energy above the lowest of the compared OMol25 structures with the same formula, charge and spin	50.68	kcal/mol

Geometry as ORCA input:
```
! wB97M-V def2-TZVPD RIJCOSX def2/J DEFGRID3
* xyz 1 1
C 0.1982 3.6691 -3.5307
C 0.3398 2.6379 -2.4511
C 1.5973 2.0896 -2.1975
C 1.7872 1.0785 -1.2474
C 3.1457 0.4963 -1.0009
C 0.6543 0.5910 -0.5979
N 0.7262 -0.6284 0.1496
C 1.5095 -0.9378 1.2600
C 2.2509 0.0306 2.0462
C 3.3750 -0.3945 2.7930
C 4.1669 0.5530 3.4410
C 3.8309 1.9123 3.4069
C 2.6564 2.3225 2.7615
C 1.8708 1.3862 2.0888
N 1.4315 -2.2117 1.5514
N 0.5270 -2.7431 0.6391
C 0.1006 -4.0854 0.8159
C -0.3097 -4.4710 2.1003
C -0.3942 -3.4886 3.2137
C -0.6390 -5.8110 2.3136
C -0.5728 -6.7530 1.2812
C -0.9064 -8.1945 1.5550
C -0.1638 -6.3419 0.0067
C 0.1829 -5.0137 -0.2413
C 0.7317 -4.6472 -1.5769
C 0.1903 -1.8211 -0.2867
C -1.0876 -1.8096 -1.0441
O -2.1485 -1.6339 -0.3950
C -1.1039 -1.8189 -2.5180
C -2.4054 -2.0481 -3.1657
C 0.0278 -1.3664 -3.2608
C 1.3528 -1.6529 -2.8546
C 2.4524 -1.2950 -3.6275
C 2.2665 -0.4924 -4.7543
C 0.9707 -0.1574 -5.1739
C -0.1357 -0.6336 -4.4790
C -0.5872 1.2228 -0.7110
C -1.7133 0.8714 0.1978
C -0.7482 2.2136 -1.6872
H -0.8427 3.8011 -3.8458
H 0.5665 4.6466 -3.1884
H 0.7927 3.3922 -4.4118
H 2.4610 2.4431 -2.7681
H 3.1299 -0.6011 -1.0237
H 3.8357 0.8299 -1.7865
H 3.5454 0.8079 -0.0239
H 3.6205 -1.4612 2.8101
H 5.0559 0.2300 3.9797
H 4.4687 2.6573 3.8800
H 2.3600 3.3758 2.7742
H 0.9489 1.6514 1.5594
H -0.6627 -4.0216 4.1300
H 0.5645 -2.9870 3.3815
H -1.1576 -2.7234 3.0295
H -0.9370 -6.1135 3.3203
H -0.8904 -8.7720 0.6240
H -0.1875 -8.6572 2.2493
H -1.9038 -8.2681 2.0096
H -0.0830 -7.0786 -0.7981
H 0.7554 -5.5237 -2.2315
H 0.1044 -3.9011 -2.0775
H 1.7577 -4.2622 -1.5155
H -2.2687 -2.3734 -4.2023
H -2.9441 -2.8178 -2.6055
H -3.0083 -1.1304 -3.1482
H 1.5089 -2.2284 -1.9354
H 3.4508 -1.6143 -3.3148
H 3.1388 -0.1223 -5.2969
H 0.8312 0.4853 -6.0508
H -1.1516 -0.4175 -4.8312
H -2.0339 1.7524 0.7747
H -2.6062 0.5493 -0.3558
H -1.4222 0.1417 0.9626
H -1.7413 2.6378 -1.8367
C -2.2653 7.6265 0.2625
C -1.3284 7.2473 1.2326
C -1.1259 5.8862 1.5004
C -1.9812 4.9098 0.9396
C -2.0610 3.5741 1.5765
S -3.5935 2.9126 2.0189
C -3.1015 2.1948 3.6396
C -1.7374 2.6999 4.0984
S -0.7573 3.2045 2.6485
C -2.8724 5.3076 -0.0788
C -2.9764 6.6470 -0.4435
H -2.4575 8.6899 0.0934
H -0.7863 8.0125 1.8050
H -0.3681 5.6040 2.2441
H -3.8992 2.4543 4.3463
H -3.0658 1.1096 3.5027
H -1.8199 3.5448 4.7900
H -1.1537 1.9079 4.5793
H -3.4906 4.5618 -0.5643
H -3.6418 6.9548 -1.2477
*
```